{
  "formula": "C6H29NO8",
  "method": "ωB97M-V with the def2-TZVPD basis set",
  "elements": ["C", "C", "C", "C", "C", "N", "C", "O", "H", "H", "H", "H", "H", "H", "H", "H", "H", "H", "H", "H", "H", "H", "H", "O", "H", "H", "O", "H", "H", "O", "H", "H", "O", "H", "H", "O", "H", "H", "O", "H", "H", "O", "H", "H"],
  "positions_angstrom": [[2.5839, 2.8591, -1.1616], [2.4669, 1.6669, -0.1800], [1.4285, 0.6667, -0.5163], [-0.0417, 1.2019, -0.4353], [-0.3876, 1.3169, 1.0861], [-0.7824, -0.0253, 1.5479], [-1.7234, 0.0065, 2.6122], [-2.9204, 0.4571, 1.8839], [1.8126, 3.5472, -1.2180], [2.6473, 2.3085, -2.2486], [3.5213, 3.3874, -1.0484], [3.4689, 1.2133, -0.0386], [2.3265, 2.2120, 0.7884], [1.7110, -0.1884, 0.1792], [1.5532, 0.3273, -1.6032], [-0.2347, 2.0686, -1.0437], [-0.6731, 0.3390, -0.8046], [-1.1707, 2.0902, 1.0686], [0.5339, 1.5931, 1.6802], [-1.2393, -0.5872, 0.7819], [-1.7097, 0.8103, 3.3738], [-1.8743, -1.0673, 2.9991], [-3.5933, -0.2463, 1.7250], [-3.8834, 0.0292, -1.3868], [-4.6784, 0.5278, -1.7108], [-3.4724, 0.6451, -0.7558], [4.1135, -1.2876, -2.4890], [3.8986, -1.4966, -1.5796], [3.4949, -0.6814, -2.8044], [-3.9238, 2.2065, 0.0117], [-3.1166, 1.8849, 0.5095], [-3.8825, 3.1490, -0.0968], [-2.1620, -2.5864, -1.5717], [-2.7279, -3.2083, -1.9513], [-2.4898, -1.6914, -1.7950], [1.8030, -2.6153, 1.7345], [1.1156, -3.0682, 1.1724], [1.4165, -1.7488, 1.7603], [-1.0126, -3.6905, 0.6098], [-1.9833, -3.7606, 0.6451], [-0.9480, -3.0219, -0.0638], [3.2402, -1.5367, -0.0235], [4.2421, -1.5275, 0.1233], [3.2528, -2.4786, 0.2341]],
  "e_lumo_ev": 0.295,
  "homo_ha": -0.34341,
  "charge": 0,
  "smiles": "CCCCCNCO.O.O.O.O.O.O.O",
  "de_lowest_kcal_mol": 95.6
}

=====

{
  "formula": "C7H17NO",
  "method": "ωB97M-V with the def2-TZVPD basis set",
  "elements": ["C", "C", "C", "C", "C", "C", "C", "N", "O", "H", "H", "H", "H", "H", "H", "H", "H", "H", "H", "H", "H", "H", "H", "H", "H", "H"],
  "positions_angstrom": [[-2.6274, 0.8061, -0.2578], [-1.9522, -0.5315, 0.0031], [-0.3144, -0.5771, -0.1152], [0.0611, -0.6033, -1.6034], [0.1177, -1.8908, 0.5615], [0.2266, 0.6603, 0.6113], [1.8101, 0.8880, 0.7813], [2.7236, -0.0099, 0.1405], [2.1555, 2.1788, 0.3088], [-2.4396, 1.5082, 0.5615], [-2.2865, 1.2588, -1.1928], [-3.7136, 0.6775, -0.3257], [-2.3516, -1.2708, -0.7026], [-2.2514, -0.8756, 1.0005], [1.0768, -0.9659, -1.7797], [-0.0498, 0.3815, -2.0660], [-0.5741, -1.3040, -2.1576], [-0.4535, -2.7383, 0.1659], [1.1735, -2.1179, 0.3987], [-0.0550, -1.8492, 1.6427], [-0.1761, 0.6537, 1.6320], [-0.1725, 1.5602, 0.1302], [2.0526, 0.8846, 1.8516], [2.6864, 0.2059, -0.8549], [3.6693, 0.2545, 0.4132], [1.6644, 2.8159, 0.8527]],
  "e_lumo_ev": 0.792,
  "homo_ha": -0.36006,
  "charge": 0,
  "smiles": "CCC(C)(C)C[C@@H](N)O",
  "de_lowest_kcal_mol": 21.7
}

=====

{
  "formula": "C14H21IN3S",
  "method": "ωB97M-V with the def2-TZVPD basis set",
  "elements": ["N", "C", "S", "C", "C", "C", "I", "H", "H", "H", "H", "H", "H", "H", "H", "H", "H", "H", "N", "C", "C", "C", "C", "C", "H", "H", "H", "H", "H", "N", "C", "C", "C", "C", "C", "H", "H", "H", "H", "H"],
  "positions_angstrom": [[-1.4925, -0.8089, -4.1890], [-1.0377, 0.1003, -3.1276], [-1.8377, -0.1612, -1.5198], [-0.9340, -1.3999, -0.5554], [0.2787, -0.8205, 0.1491], [1.3428, -0.2537, -0.7533], [2.1098, -1.7151, -2.1164], [-1.7454, -0.2545, -4.9993], [-2.3066, -1.3505, -3.9289], [0.0324, 0.0000, -3.0157], [-1.2687, 1.1283, -3.3762], [-2.9331, -0.8439, -1.8886], [-0.7019, -2.2593, -1.1715], [-1.6330, -1.7418, 0.2010], [0.6748, -1.6191, 0.7606], [-0.0677, -0.0499, 0.8344], [2.1881, 0.0679, -0.1650], [1.0090, 0.6300, -1.2774], [1.5297, 3.0321, -1.7161], [0.6151, 4.0018, -1.7521], [0.8222, 5.2750, -1.2485], [2.0489, 5.5620, -0.6724], [3.0129, 4.5685, -0.6275], [2.7052, 3.3277, -1.1615], [-0.3310, 3.7401, -2.2149], [0.0436, 6.0223, -1.3093], [2.2514, 6.5450, -0.2683], [3.9846, 4.7507, -0.1908], [3.4355, 2.5256, -1.1534], [-0.7317, -3.1073, 2.3333], [-1.9752, -3.3931, 2.7240], [-2.3230, -3.6960, 4.0292], [-1.3247, -3.7074, 4.9893], [-0.0266, -3.4165, 4.6042], [0.2151, -3.1241, 3.2725], [-2.7294, -3.3824, 1.9431], [-3.3490, -3.9196, 4.2853], [-1.5543, -3.9414, 6.0203], [0.7833, -3.4179, 5.3198], [1.2195, -2.8933, 2.9327]],
  "e_lumo_ev": -3.066,
  "homo_ha": -0.44909,
  "charge": 1
}